[1]
The following is a quantum chemistry calculation of C16H18CrN4O5 as an isolated structure at a distorted geometry, from the Open Molecules 2025 dataset.

Each line ends with the Mulliken spin population.
Cartesian coordinates (Å):
1 Cr -0.31340 -0.05663 -0.19220  2.48
2 C 1.94512 -0.17162 -2.29707  -0.01
3 C 1.28774 -1.52871 -2.40013  0.01
4 N 0.53976 -1.78551 -1.15057  -0.03
5 C -0.49445 -2.84921 -1.25902  -0.05
6 C -1.37844 -2.77804 -0.04073  0.04
7 C -2.10633 -3.83987 0.44669  0.00
8 C -2.90135 -3.63765 1.56249  0.01
9 C -2.93808 -2.39625 2.17690  0.00
10 C -2.17401 -1.38180 1.65139  0.03
11 C -2.04906 -0.00778 2.25616  0.00
12 N -1.42947 0.89735 1.27170  -0.03
13 C -2.03589 1.02389 -0.03726  -0.24
14 C -0.37413 0.78429 -2.06168  -0.22
15 N 1.01159 0.77355 -1.67168  -0.02
16 N -1.43153 -1.57130 0.55356  -0.04
17 H 2.24253 0.16100 -3.28431  0.00
18 H 2.83477 -0.22158 -1.67831  0.00
19 H 2.03755 -2.28430 -2.58032  0.00
20 H 0.58886 -1.56293 -3.22573  0.00
21 H 1.19165 -2.04734 -0.41952  0.01
22 H -0.06385 -3.83743 -1.35962  0.00
23 H -1.08771 -2.66109 -2.14954  0.00
24 H -2.04946 -4.81099 -0.04146  0.00
25 H -3.49137 -4.45725 1.96222  0.00
26 H -3.54344 -2.21854 3.06410  0.00
27 H -1.39940 -0.06827 3.12502  0.00
28 H -3.01408 0.36422 2.58268  0.00
29 H -1.08017 1.74992 1.66531  0.01
30 H -2.06036 2.03148 -0.42355  0.01
31 H -2.97522 0.50434 -0.16814  0.01
32 H -0.79313 1.77389 -2.15957  0.00
33 H -0.64690 0.15218 -2.90451  0.02
34 H 1.41356 1.66512 -1.48575  0.01
35 O 4.62770 1.02371 4.07910  0.05
36 C 3.76796 1.01032 3.26034  0.00
37 C 3.19985 2.22869 2.49446  -0.11
38 O 3.57423 3.35366 2.56112  0.08
39 C 2.06248 1.70635 1.61355  0.17
40 C 1.97171 0.24326 1.76919  0.35
41 O 1.18732 -0.54620 1.17218  0.20
42 C 2.99881 -0.23350 2.76112  -0.14
43 O 3.18372 -1.36969 3.08096  0.16
44 O 1.36048 2.37619 0.87008  0.23

Output
HOMO (spin up / spin down), eV: -11.04 / -11.37
ΔE to the lowest compared entry with this formula, charge and spin, kcal/mol: 70.90
Kohn-Sham gap (spin up / spin down), eV: 7.75 / 6.55
Molar mass, g mol⁻¹: 398.34
Calculated total energy, eV: -61496.201
Multiplicity: 4
Net charge: +1

[2]
The following is a quantum chemistry calculation of a 14-piece molecular cluster, C60H101BF2N10O15S2 overall at a distorted geometry, from the Open Molecules 2025 dataset.

Each line ends with the Löwdin charge.
Cartesian coordinates (Å):
1 C 27.58512 19.53063 0.41607  -0.11
2 C 26.28433 19.89055 -0.23343  -0.27
3 C 26.41093 20.31900 -1.65967  -0.19
4 C 26.93736 19.25325 -2.68753  -0.07
5 N 26.49843 19.52592 -4.17175  -0.12
6 C 27.23608 18.49278 -5.10691  -0.09
7 C 27.60406 19.36116 -6.30789  -0.16
8 C 28.05908 20.62042 -5.61870  -0.18
9 C 26.99818 20.98222 -4.63456  -0.06
10 C 24.93059 19.47808 -4.39667  -0.08
11 C 24.20471 18.17188 -3.89142  -0.19
12 C 22.72077 18.12188 -4.39031  -0.06
13 H 28.31150 20.29319 0.13506  0.08
14 H 27.92524 18.51801 0.19926  0.07
15 H 27.67232 19.58379 1.50127  0.07
16 H 25.85238 20.72265 0.32256  0.11
17 H 25.60600 19.04415 -0.12590  0.11
18 H 27.03761 21.21010 -1.69578  0.10
19 H 25.42910 20.65210 -1.99606  0.10
20 H 26.54477 18.24732 -2.53893  0.12
21 H 28.02086 19.19384 -2.58458  0.12
22 H 26.63961 17.66472 -5.48982  0.12
23 H 28.15100 18.09644 -4.66654  0.13
24 H 26.72531 19.43142 -6.94896  0.11
25 H 28.37861 18.83119 -6.86224  0.12
26 H 28.22774 21.50319 -6.23543  0.12
27 H 29.00107 20.42832 -5.10503  0.12
28 H 26.14335 21.50103 -5.06838  0.09
29 H 27.42389 21.59980 -3.84369  0.13
30 H 24.83085 19.62271 -5.47242  0.10
31 H 24.48051 20.36120 -3.94321  0.10
32 H 24.20304 18.19172 -2.80160  0.10
33 H 24.77992 17.32314 -4.26137  0.09
34 H 22.30625 17.14987 -4.12298  0.08
35 H 22.78950 18.26800 -5.46828  0.07
36 H 22.12191 18.95524 -4.02292  0.05
37 C 15.47007 28.00864 -4.50459  -0.10
38 C 16.28223 28.65096 -3.39459  -0.27
39 C 17.55247 27.93800 -2.98623  -0.16
40 C 17.98525 28.56249 -1.64678  -0.08
41 N 19.29081 27.99443 -0.94175  -0.14
42 C 20.59445 28.16482 -1.75148  -0.11
43 C 21.40551 26.92425 -1.77235  -0.16
44 C 20.30597 25.85624 -1.77884  -0.13
45 C 19.37256 26.49326 -0.71853  -0.10
46 C 19.34061 28.71801 0.48893  -0.07
47 C 19.04945 30.28251 0.43521  -0.23
48 C 19.73002 30.95356 1.61859  -0.10
49 H 14.67221 28.66285 -4.85609  0.08
50 H 15.03557 27.05674 -4.19935  0.05
51 H 16.12444 27.90029 -5.36955  0.08
52 H 15.57744 28.83498 -2.58371  0.10
53 H 16.47557 29.68311 -3.68680  0.11
54 H 18.35766 28.03603 -3.71435  0.12
55 H 17.30788 26.89183 -2.80239  0.10
56 H 17.24107 28.50938 -0.85211  0.11
57 H 18.28130 29.59977 -1.80333  0.11
58 H 21.20318 28.91193 -1.24218  0.13
59 H 20.34862 28.54361 -2.74353  0.13
60 H 22.08242 26.79468 -0.92790  0.11
61 H 22.00921 26.92203 -2.67989  0.13
62 H 20.67089 24.86825 -1.49813  0.11
63 H 19.76856 25.77264 -2.72346  0.11
64 H 19.89982 26.30936 0.21756  0.13
65 H 18.41882 25.96652 -0.75080  0.12
66 H 20.36435 28.51498 0.80333  0.12
67 H 18.68231 28.20758 1.19191  0.10
68 H 17.98238 30.50275 0.40411  0.11
69 H 19.52392 30.61913 -0.48656  0.10
70 H 19.58104 32.03263 1.57976  0.08
71 H 20.78252 30.68014 1.54384  0.08
72 H 19.28878 30.61462 2.55588  0.08
73 O 15.13448 22.08491 -3.54469  0.10
74 C 16.30760 22.45499 -3.50135  -0.32
75 O 17.42634 21.87695 -3.96046  0.20
76 B 18.62954 22.70033 -3.71032  -0.89
77 O 18.04294 23.92688 -3.11265  0.20
78 C 16.73454 23.85522 -2.92907  -0.33
79 O 15.99356 24.71289 -2.43865  0.08
80 O 19.47547 22.95493 -4.91165  0.19
81 C 20.74320 22.41878 -4.70727  -0.26
82 O 21.72297 22.47416 -5.47227  0.11
83 C 20.70936 21.77712 -3.28785  -0.35
84 O 19.48742 21.97456 -2.77299  0.21
85 O 21.68443 21.26795 -2.80114  0.11
86 N 25.18001 25.17408 -3.16540  -0.22
87 S 24.11877 24.06647 -3.33983  0.40
88 O 22.83095 24.19923 -2.70178  -0.27
89 O 24.65913 22.71448 -3.52041  -0.32
90 F 23.78847 24.37091 -4.87371  -0.20
91 S 25.21154 24.83337 -1.45500  0.60
92 O 25.85270 23.57129 -1.04030  -0.30
93 O 24.25317 25.49277 -0.58603  -0.29
94 F 26.41390 25.90417 -1.21175  -0.23
95 N 14.48862 27.70929 0.25879  0.02
96 C 14.89320 28.58186 1.27677  -0.10
97 C 15.99287 27.96703 1.93087  -0.13
98 C 16.22519 26.74074 1.29424  -0.12
99 C 15.29338 26.62184 0.23330  -0.12
100 H 13.68055 27.76615 -0.34445  0.11
101 H 14.31697 29.48397 1.42017  0.10
102 H 16.50565 28.42566 2.76341  0.09
103 H 16.96744 25.99769 1.54593  0.09
104 H 15.06177 25.88523 -0.52179  0.09
105 N 25.42094 22.08029 -7.94796  0.01
106 C 25.36527 21.22097 -9.02283  -0.14
107 C 24.26007 20.43792 -8.86096  -0.13
108 C 23.67546 20.81462 -7.68745  -0.14
109 C 24.35185 21.88424 -7.12327  -0.12
110 H 26.09056 22.83121 -7.85940  0.15
111 H 26.16188 21.26029 -9.75103  0.10
112 H 23.97558 19.61650 -9.50185  0.10
113 H 22.83626 20.31125 -7.23054  0.10
114 H 24.26879 22.54791 -6.27530  0.09
115 N 11.91645 19.89801 -1.95116  0.01
116 C 12.65624 20.77469 -1.18582  -0.12
117 C 12.37075 20.39036 0.14149  -0.14
118 C 11.43682 19.33536 0.17249  -0.11
119 C 11.10794 19.10430 -1.18105  -0.12
120 H 11.77363 20.16209 -2.91550  0.09
121 H 13.16922 21.64011 -1.57866  0.09
122 H 12.85883 20.81676 1.00542  0.08
123 H 10.96767 18.95796 1.06908  0.08
124 H 10.37544 18.52436 -1.72283  0.10
125 N 15.47139 16.56635 -3.84995  0.03
126 C 15.13866 17.84115 -4.09565  -0.14
127 C 15.22876 18.53242 -2.89981  -0.12
128 C 15.47434 17.64391 -1.90193  -0.16
129 C 15.57129 16.42953 -2.45725  -0.13
130 H 15.37525 15.79009 -4.48891  0.15
131 H 14.99052 18.23209 -5.09145  0.10
132 H 15.12267 19.59635 -2.74750  0.09
133 H 15.60681 17.77626 -0.83828  0.11
134 H 15.72850 15.47405 -1.97899  0.11
135 N 15.98033 20.76590 -7.02015  0.03
136 C 15.57069 20.40603 -8.25179  -0.19
137 C 16.00796 19.15339 -8.52886  -0.14
138 C 16.79386 18.69527 -7.43129  -0.09
139 C 16.72813 19.72720 -6.43368  -0.09
140 H 15.75190 21.64734 -6.58312  0.12
141 H 14.89557 20.98217 -8.86717  0.11
142 H 15.69130 18.56939 -9.38036  0.09
143 H 17.22164 17.71081 -7.31186  0.08
144 H 17.09488 19.77801 -5.41913  0.09
145 N 16.74146 24.34781 -8.07852  0.03
146 C 15.50533 24.63542 -8.63283  -0.11
147 C 14.62348 24.82380 -7.54678  -0.12
148 C 15.38277 24.86205 -6.34622  -0.10
149 C 16.66322 24.63123 -6.78450  -0.17
150 H 17.51199 24.02921 -8.64850  0.16
151 H 15.28963 24.49723 -9.68201  0.10
152 H 13.56851 25.00528 -7.68998  0.09
153 H 15.00106 25.05674 -5.35486  0.08
154 H 17.57304 24.56417 -6.20646  0.11
155 N 21.88085 22.19596 -0.08682  0.07
156 C 22.73653 22.39230 0.95549  -0.13
157 C 22.07665 22.76003 2.13482  -0.12
158 C 20.75273 22.75543 1.82816  -0.14
159 C 20.66819 22.52004 0.46254  -0.15
160 H 22.03173 21.85908 -1.02695  0.10
161 H 23.74878 22.10398 0.71334  0.09
162 H 22.38520 23.01402 3.13815  0.09
163 H 19.97648 22.98157 2.54418  0.09
164 H 19.81275 22.48088 -0.19557  0.09
165 C 18.89159 17.63411 -1.14316  -0.05
166 C 19.14265 18.43010 -2.48842  -0.30
167 O 18.39708 17.84219 -3.48666  -0.08
168 H 19.50452 18.05777 -0.34759  0.06
169 H 19.03655 16.56683 -1.31053  0.07
170 H 17.87515 17.79075 -0.78208  0.04
171 H 20.18980 18.43067 -2.79102  0.09
172 H 18.86738 19.48243 -2.41806  0.10
173 H 17.45386 17.90418 -3.31902  0.03
174 C 12.43735 24.86395 -2.02482  -0.07
175 C 12.14764 26.37680 -2.11941  -0.31
176 O 11.73401 26.86025 -0.86353  -0.08
177 H 11.56745 24.28003 -1.72415  0.08
178 H 13.27410 24.65100 -1.35952  0.06
179 H 12.83638 24.43326 -2.94317  0.06
180 H 11.38914 26.53571 -2.88592  0.11
181 H 12.99754 26.92470 -2.52634  0.10
182 H 10.85003 26.55148 -0.65174  0.09
183 C 12.72006 22.08172 -5.82104  -0.08
184 C 11.85674 22.08454 -4.60093  -0.30
185 O 11.20067 20.83309 -4.55938  -0.10
186 H 12.24947 21.91925 -6.79070  0.08
187 H 13.47178 21.29691 -5.73683  0.07
188 H 13.21701 23.04661 -5.92167  0.05
189 H 11.00245 22.75568 -4.68959  0.11
190 H 12.33980 22.31162 -3.65058  0.08
191 H 10.76407 20.70892 -5.40528  0.09

Output
HOMO, eV: -7.11
Kohn-Sham gap, eV: 7.29
Molar mass, g mol⁻¹: 1315.47
Calculated total energy, eV: -137251.985
Net charge: 0

[3]
The following is a quantum chemistry calculation of one molecule with the formula C5H6O3 at a distorted geometry, from the Open Molecules 2025 dataset.

Each line ends with the natural charge from an NBO analysis.
Cartesian coordinates (Å):
1 C -0.69161 2.14666 -1.57188  -0.65
2 C -0.46035 0.85964 -0.93912  -0.22
3 C 0.25477 0.44992 0.09596  0.11
4 O 0.74937 -0.78780 0.23978  -0.50
5 C 0.08886 -1.61136 1.05329  0.69
6 O -1.04745 -1.56392 1.24423  -0.50
7 C 1.06865 -2.61397 1.66903  0.33
8 O 0.89368 -2.96684 2.82029  -0.44
9 H -1.64706 2.62479 -1.20180  0.23
10 H -0.83069 2.00206 -2.69102  0.23
11 H 0.08367 2.96003 -1.35626  0.22
12 H -0.98443 0.06201 -1.35074  0.20
13 H 0.51103 1.19593 0.92745  0.17
14 H 2.01154 -2.75713 1.06077  0.14

Output
HOMO, eV: -9.46
ΔE to the lowest compared entry with this formula, charge and spin, kcal/mol: 50.69
SMILES: C/C=C/OC(=O)C=O
Kohn-Sham gap, eV: 9.23
Molar mass, g mol⁻¹: 114.10
Calculated total energy, eV: -11422.214
Net charge: 0

[4]
The following is a quantum chemistry calculation of an isolated ion of composition C4H5N4S and charge +1 at a distorted geometry, from the Open Molecules 2025 dataset.

Each line ends with the natural charge from an NBO analysis.
Cartesian coordinates (Å):
1 C -0.61538 -1.65294 -1.00397  0.34
2 C -1.58049 0.93116 -0.20563  0.67
3 C 1.51974 -1.16079 0.34130  -0.34
4 C 1.84325 1.70445 -0.16728  0.02
5 N 0.37777 -1.38714 -0.41534  -0.56
6 N -0.43287 1.30301 -0.18922  -0.11
7 N 0.63273 1.97708 -0.11914  -0.24
8 N -2.84125 0.85134 -0.26388  -0.78
9 S 2.73080 0.10034 -0.34445  0.28
10 H 1.34838 -0.89416 1.31035  0.24
11 H 2.36669 -1.92999 0.39011  0.28
12 H 2.60425 2.59188 -0.17638  0.26
13 H -3.42514 1.67919 0.10993  0.46
14 H -3.42729 0.08714 -0.63682  0.47

Output
HOMO, eV: -13.69
ΔE to the lowest compared entry with this formula, charge and spin, kcal/mol: 94.80
Kohn-Sham gap, eV: 9.27
Molar mass, g mol⁻¹: 141.18
Calculated total energy, eV: -21012.636
Net charge: +1

[5]
The following is a quantum chemistry calculation of a 6-piece molecular cluster, C5H22N2O6 overall at a distorted geometry, from the Open Molecules 2025 dataset.

Each line ends with the Mulliken spin population.
Cartesian coordinates (Å):
1 C 0.34866 -3.24691 -0.93732  0.00
2 N 0.02519 -1.93833 -0.65532  0.01
3 C 0.77635 -1.11668 1.58384  0.01
4 C 0.98598 -1.10415 0.06338  -0.02
5 C 0.95460 0.32607 -0.48057  0.10
6 N 2.12929 0.52151 -1.33575  0.78
7 C 2.04903 1.76204 -2.15884  0.01
8 O 1.46494 -3.66063 -0.72078  0.00
9 H -0.40883 -3.77003 -1.51942  0.00
10 H -0.90969 -1.56507 -0.73873  0.00
11 H 0.53799 -2.11395 1.96436  0.00
12 H 1.63815 -0.62831 2.05590  0.00
13 H -0.07441 -0.45522 1.85308  0.00
14 H 1.95837 -1.58186 -0.12342  0.00
15 H 0.89545 1.15745 0.21271  0.01
16 H -0.02144 0.49721 -1.00202  0.03
17 H 2.32453 -0.25327 -1.97668  -0.02
18 H 1.58933 2.49640 -1.53599  0.00
19 H 3.04991 2.13068 -2.41354  0.02
20 H 1.48318 1.54968 -3.06401  0.04
21 H -2.47892 1.78184 3.04465  0.00
22 H -2.22659 0.40316 2.52353  0.00
23 O -1.85373 1.29439 2.49465  0.00
24 H -2.12988 1.89836 0.64086  0.00
25 H -0.73739 2.26332 0.08940  0.00
26 O -1.64870 2.10885 -0.18134  0.01
27 H -4.19333 -0.84229 1.34698  0.00
28 H -2.89511 -0.77418 0.60474  0.00
29 O -3.24964 -0.92361 1.49782  0.00
30 H 2.75862 1.82749 2.10339  0.00
31 H 2.94819 1.02058 0.70863  0.01
32 O 3.31687 1.28332 1.53223  0.01
33 H -2.95331 0.56511 -1.44391  0.00
34 H -2.49188 -0.52303 -2.43785  0.00
35 O -2.96176 -0.38993 -1.59464  0.00

Output
HOMO (spin up / spin down), eV: -13.38 / -13.37
ΔE to the lowest compared entry with this formula, charge and spin, kcal/mol: 15.70
Kohn-Sham gap (spin up / spin down), eV: 10.14 / 4.77
Molar mass, g mol⁻¹: 206.24
Calculated total energy, eV: -20798.297
Multiplicity: 2
Net charge: +1

[6]
The following is a quantum chemistry calculation of a 2-piece molecular cluster, C4H8FOP overall at a distorted geometry, from the Open Molecules 2025 dataset.

Each line ends with the natural charge from an NBO analysis.
Cartesian coordinates (Å):
1 C 0.94782 -0.55298 -0.13261  0.49
2 C 1.43609 -1.07183 1.16680  -0.73
3 C -0.48475 1.67943 -0.85853  -0.68
4 C 0.00335 0.60658 0.06168  0.30
5 O 1.07691 -1.06422 -1.24018  -0.55
6 F -0.04898 1.10972 1.35102  -0.38
7 P -1.96903 -0.89526 0.13720  0.15
8 H 2.18028 -1.84740 0.93808  0.24
9 H 1.70014 -0.33768 1.78408  0.23
10 H 0.78324 -1.71723 1.75969  0.26
11 H -0.87645 1.19282 -1.83303  0.24
12 H -1.22593 2.19996 -0.40599  0.23
13 H 0.34339 2.41221 -1.28996  0.22
14 H -1.13658 -1.63697 -0.77166  0.00
15 H -2.72950 -0.07715 -0.66658  -0.04

Output
HOMO, eV: -8.88
ΔE to the lowest compared entry with this formula, charge and spin, kcal/mol: 92.13
Kohn-Sham gap, eV: 8.15
Molar mass, g mol⁻¹: 122.08
Calculated total energy, eV: -18328.360
Net charge: 0